# 1
Density functional theory data (ωB97M-V/def2-TZVPD) for a 2-piece molecular cluster, C10H13N2O overall at a distorted geometry.

Geometry as ORCA input:
```
! RIJCOSX wB97M-V def2-TZVPD def2/J DEFGRID3
* xyz 1 1
C 2.9077 1.9024 -0.1721
C 1.6955 2.5582 0.0682
C 2.9826 0.5209 -0.0878
C 0.5348 1.8995 0.1197
C 1.7237 -0.2178 0.0417
C 0.4940 0.5250 0.0812
C 0.2310 -2.2502 -0.0268
C 1.5590 -1.6408 -0.0315
C -0.9515 -1.4461 -0.0205
C -2.3385 -1.9214 0.1401
N -0.7164 -0.0992 0.0110
N -2.9641 1.4939 -0.0279
O 2.6311 -2.3663 0.0323
H 3.8074 2.5102 -0.5914
H 1.6867 3.5939 -0.0307
H 3.9815 0.1471 -0.0484
H -0.3890 2.3847 0.4177
H 0.1605 -3.2895 0.1264
H -2.4288 -2.9622 -0.0428
H -3.0223 -1.4569 -0.6465
H -2.6170 -1.6617 1.1042
H -1.5781 0.4322 -0.2205
H -3.4794 0.7050 0.2711
H -3.3385 1.7599 -0.8879
H -3.0009 2.2101 0.7069
H 2.4291 -3.3309 -0.2855
*
```

Calculated values
HOMO-LUMO gap = 8.6 eV
Lowest unoccupied orbital energy = -3.89 eV
Electronic energy = -15602.4073 eV

=====

# 2
Density functional theory data (ωB97M-V/def2-TZVPD) for one molecule with the formula C10H13N3 at a distorted geometry.

Geometry as ORCA input:
```
! RIJCOSX wB97M-V def2-TZVPD def2/J DEFGRID3
* xyz 0 1
N 1.1282 -2.6817 2.0844
C 1.8965 -3.0888 0.9911
C 1.6794 -2.3339 -0.2895
C 1.7176 -0.8154 -0.0105
N 0.3992 -0.1044 0.2034
C -0.1736 -0.1081 1.3515
N -1.1349 0.8053 1.5221
C -1.2452 1.3300 0.1954
C -2.2158 2.1801 -0.2694
C -2.1485 2.5772 -1.5907
C -1.0041 2.2033 -2.3295
C -0.0752 1.2365 -1.9829
C -0.2590 0.8031 -0.5891
H 1.5031 -2.2431 2.8418
H 0.5041 -3.4348 2.5607
H 2.9764 -3.1983 1.0853
H 1.4942 -4.0232 0.7775
H 0.6889 -2.4571 -0.6464
H 2.5179 -2.5843 -0.9786
H 2.1349 -0.2287 -0.7887
H 2.2783 -0.3841 0.8096
H 0.1314 -0.9946 1.9827
H -2.8177 2.6782 0.5850
H -3.0420 3.0291 -1.8985
H -0.8846 2.8360 -3.2046
H 0.7354 0.9662 -2.6535
*
```

Calculated values
HOMO-LUMO gap = 8.8 eV
Lowest unoccupied orbital energy = 0.69 eV
Electronic energy = -15048.9830 eV

=====

# 3
Density functional theory data (ωB97M-V/def2-TZVPD) for one molecule with the formula C10H13N3O at a distorted geometry.

Geometry as ORCA input:
```
! RIJCOSX wB97M-V def2-TZVPD def2/J DEFGRID3
* xyz 0 1
C -1.7893 -0.4273 2.3541
N -0.3652 -0.5888 2.1503
C 0.5320 -0.8848 3.1950
N 1.7688 -1.0567 2.8122
C 1.7365 -0.9553 1.4482
C 0.4047 -0.7092 0.9891
C -0.1086 -0.1922 -0.4329
C -1.2960 -1.1182 -0.9837
O -1.7810 -0.5603 -2.1499
C 1.0850 -0.3492 -1.4135
C 1.5715 0.6675 -2.1682
C 0.8443 1.9919 -2.3027
C -0.0744 2.1690 -1.0261
N -0.4614 1.2490 -0.2523
H -2.3476 -1.2866 2.1066
H -2.0317 -0.1161 3.4302
H -2.1621 0.4705 1.8523
H 0.2434 -0.9282 4.1977
H 2.6670 -0.9323 0.9471
H -1.9812 -1.0432 -0.1906
H -0.8244 -2.0192 -1.2590
H -1.1438 -0.3847 -2.7825
H 1.6706 -1.2881 -1.3624
H 2.4464 0.4866 -2.7965
H 1.7334 2.6647 -2.4650
H 0.1574 1.9657 -3.2533
H -0.4945 3.1753 -0.6441
*
```

Calculated values
HOMO-LUMO gap = 9.1 eV
Lowest unoccupied orbital energy = 0.68 eV
Electronic energy = -17095.8870 eV

=====

# 4
Density functional theory data (ωB97M-V/def2-TZVPD) for a 2-piece molecular cluster, C10H13N3S2 overall at a distorted geometry.

Geometry as ORCA input:
```
! RIJCOSX wB97M-V def2-TZVPD def2/J DEFGRID3
* xyz 0 1
C 0.1391 0.5555 -2.6611
C -3.2177 -1.3147 0.4497
C -1.0097 -0.5268 -4.1551
C -4.4103 0.5592 0.4385
C -0.4797 -0.2991 -1.8089
C -2.2365 -0.4162 0.1532
C 0.4408 1.3904 0.5990
C 0.4541 -0.8199 1.7397
C 2.0459 -0.1898 -0.1561
C 0.6132 -0.0750 0.4001
N -0.1991 0.4116 -3.9646
N -4.4530 -0.7006 0.5668
N -0.2608 -0.6679 -0.5129
S -1.6223 -1.2716 -2.7116
S -2.7826 1.2082 0.0216
H 1.0723 1.0996 -2.5269
H -3.1781 -2.3803 0.7990
H -1.2735 -0.8044 -5.1090
H -5.1654 1.2294 0.1313
H 0.7372 1.8670 -0.2842
H -0.5175 1.6903 0.8470
H 1.1219 1.8100 1.4430
H 1.0657 -1.7476 1.8806
H -0.6494 -1.2133 1.7967
H 0.6299 -0.2354 2.6180
H 2.4272 0.7910 -0.1373
H 2.6361 -0.6341 0.6375
H 2.0553 -0.8192 -0.9737
*
```

Calculated values
HOMO-LUMO gap (spin up / spin down) = 7.7 / 7.7 eV
Lowest unoccupied orbital energy (spin up / spin down) = -0.57 / -0.58 eV
Electronic energy = -36716.5757 eV

=====

# 5
Density functional theory data (ωB97M-V/def2-TZVPD) for a 2-piece molecular cluster, C10H13N4 overall at a distorted geometry.

Geometry as ORCA input:
```
! RIJCOSX wB97M-V def2-TZVPD def2/J DEFGRID3
* xyz 1 1
C 2.1117 2.4853 1.6013
C 2.0179 2.1903 0.2646
C 1.5339 1.6461 2.5708
C 1.2454 1.1285 -0.1433
C 0.9360 0.4297 2.1439
C 0.7399 0.2415 0.8197
C 0.2571 -0.9938 0.2238
C -1.8950 0.4543 -1.3644
C -0.2530 -3.1791 0.1127
C -0.3106 -2.5142 -1.3244
N 0.1342 -2.0736 0.9250
N -0.0092 -1.0926 -1.1329
N -1.4684 1.3746 -2.2220
N -2.9967 0.3602 -0.6622
H 2.7399 3.2670 1.9398
H 2.4378 2.9094 -0.3896
H 1.6505 1.8109 3.6187
H 0.9553 0.9683 -1.2002
H 0.4458 -0.1994 2.9463
H -1.0444 -3.7124 0.5789
H 0.5922 -3.8938 0.0683
H 0.5031 -2.7010 -2.0426
H -1.2116 -2.6664 -1.7410
H -0.7804 1.0507 -2.8561
H -1.5991 2.3760 -1.9785
H -2.9088 -0.5205 -0.1733
H -3.8239 0.8540 -0.5830
*
```

Calculated values
HOMO-LUMO gap (spin up / spin down) = 6.8 / 7.1 eV
Lowest unoccupied orbital energy (spin up / spin down) = -5.49 / -5.00 eV
Electronic energy = -16530.4571 eV

=====

# 6
Density functional theory data (ωB97M-V/def2-TZVPD) for C10H13NO2 as an isolated structure at a distorted geometry.

Geometry as ORCA input:
```
! RIJCOSX wB97M-V def2-TZVPD def2/J DEFGRID3
* xyz 0 1
C 0.6513 -2.9361 2.1142
C -0.3776 -2.2176 3.0917
C -1.1824 -1.1452 1.0800
C 0.0487 0.3302 -0.1727
C 1.3467 0.3230 -0.8303
C 1.9607 1.2835 -1.6605
C 1.0055 2.3085 -2.2065
C 1.3891 3.2662 -3.2989
C -0.3382 2.0516 -1.7027
C -0.9190 1.0304 -0.8711
H 1.7290 -3.2674 2.6399
H 0.5051 -3.8270 1.4594
H 0.9045 -2.0053 1.3628
H -0.9136 -2.9066 3.8640
H 0.3226 -1.5129 3.5704
H -2.3040 -2.5373 2.0556
H 2.4376 0.0308 -0.1308
H 2.9990 1.5321 -1.9028
H 0.4500 3.0081 -4.0032
H 0.9836 4.3823 -2.6934
H 2.5739 3.4052 -3.5879
H -0.7679 3.0414 -2.1432
H -2.2108 0.9648 -0.9807
N -1.5803 -1.5930 2.5375
O -2.1879 -1.0946 0.4019
O 0.0434 -0.7710 0.7817
*
```

Calculated values
HOMO-LUMO gap = 9.4 eV
Lowest unoccupied orbital energy = 0.53 eV
Electronic energy = -16156.8942 eV

=====

Calculated values (kJ/mol) of relative energy (zero: lowest compared OMol25 entry of this formula, charge and spin) for the records, taken in order: 85.83; 203.79; 84.88; 238.37; 428.87; 946.07.